No. 1
Computed, not measured: a cluster of 2 separate species, C3H7NO2 in total in a non-equilibrium geometry, with the ωB97M-V functional and the def2-TZVPD basis.

Its SMILES is CC=O.NC=O. For the energy above the lowest of the compared OMol25 structures with the same formula, charge and spin, the calculation gives 2.1600 eV.

Structure (XYZ):
```
13
Properties=species:S:1:pos:R:3:forces:R:3:nbo_charge:R:1
C -0.484 -1.562 2.225 0.758 -2.717 2.566 -0.71
C -1.807 -1.639 2.972 1.141 2.081 -3.871 0.43
O -2.712 -1.075 2.417 -1.427 -0.214 1.030 -0.51
H 0.077 -2.430 2.707 -0.160 0.558 -1.344 0.20
H 0.128 -0.753 2.558 0.109 1.046 -0.045 0.24
H -0.606 -1.625 1.153 0.037 0.036 -0.033 0.25
H -1.851 -2.213 3.851 -0.458 -0.781 1.686 0.11
N 0.972 2.521 -2.925 1.597 -1.407 -3.796 -0.85
C 1.474 1.187 -3.039 -2.830 3.847 0.493 0.53
O 1.203 0.495 -2.105 1.267 -1.988 0.121 -0.57
H 0.949 3.183 -3.694 0.353 -0.417 0.202 0.38
H 0.786 2.892 -2.064 -0.682 0.636 2.572 0.39
H 1.869 1.020 -4.055 0.294 -0.681 0.419 0.12
```
Positions in Å, forces in eV/Å.

***

No. 2
Computed, not measured: an isolated molecule of C3H7NO2 in a non-equilibrium geometry, with the ωB97M-V functional and the def2-TZVPD basis.

Its SMILES is CNCC(=O)O. For the energy above the lowest of the compared OMol25 structures with the same formula, charge and spin, the calculation gives 1.5380 eV.

Structure (XYZ):
```
13
Properties=species:S:1:pos:R:3:forces:R:3:nbo_charge:R:1
C 1.790 -1.123 0.712 -0.097 0.235 0.080 -0.42
N 1.174 -0.783 -0.563 0.472 -0.123 -0.322 -0.61
C -0.256 -0.686 -0.661 -0.023 0.447 0.838 -0.31
C -0.802 0.545 0.092 -1.063 -0.805 -0.722 0.79
O -1.541 0.437 1.023 0.096 0.245 0.333 -0.54
O -0.552 1.740 -0.523 1.416 -0.413 0.028 -0.73
H 1.777 -2.182 1.004 -0.328 0.024 -0.124 0.17
H 1.339 -0.535 1.513 -0.024 -0.044 -0.008 0.20
H 2.833 -0.828 0.646 0.187 0.040 0.112 0.20
H 1.497 -1.427 -1.265 0.193 0.000 -0.248 0.36
H -0.798 -1.574 -0.293 -0.020 0.264 0.023 0.18
H -0.519 -0.492 -1.699 0.032 -0.199 -0.141 0.22
H -1.325 2.128 -0.914 -0.840 0.330 0.150 0.50
```
Positions in Å, forces in eV/Å.

***

No. 3
Computed, not measured: a cluster of 2 separate species, C3H7NO2 in total, with the ωB97M-V functional and the def2-TZVPD basis.

Its SMILES is N=C=O.CCO. For the energy above the lowest of the compared OMol25 structures with the same formula, charge and spin, the calculation gives 0.9964 eV.

Structure (XYZ):
```
13
Properties=species:S:1:pos:R:3:forces:R:3:nbo_charge:R:1
N 0.482 1.383 -1.826 -0.297 -0.262 -0.421 -0.79
C -0.205 0.730 -2.577 -0.065 -0.029 -0.137 0.85
O -0.814 0.149 -3.397 0.419 0.384 0.561 -0.53
H 0.469 1.386 -0.803 -0.055 -0.047 -0.099 0.44
C 0.504 -1.233 0.551 0.030 -0.019 -0.018 -0.63
C -0.535 -0.202 0.943 -0.137 -0.321 0.014 -0.07
O 0.104 1.076 0.971 -0.132 0.250 0.087 -0.74
H 0.938 -0.989 -0.424 -0.064 -0.061 0.145 0.22
H 1.312 -1.260 1.288 -0.110 -0.006 -0.084 0.22
H 0.050 -2.226 0.488 0.058 0.138 0.024 0.22
H -1.365 -0.198 0.220 0.136 0.018 0.102 0.16
H -0.952 -0.432 1.933 0.064 0.039 -0.144 0.17
H -0.533 1.732 1.281 0.152 -0.083 -0.029 0.48
```
Positions in Å, forces in eV/Å.

***

No. 4
Computed, not measured: an isolated molecule of C3H7NO2 in a non-equilibrium geometry, with the ωB97M-V functional and the def2-TZVPD basis.

Its SMILES is NCCC(=O)O. For the energy above the lowest of the compared OMol25 structures with the same formula, charge and spin, the calculation gives 0.9440 eV.

Structure (XYZ):
```
13
Properties=species:S:1:pos:R:3:forces:R:3:nbo_charge:R:1
N -0.897 1.006 2.230 0.739 -0.340 -1.154 -0.85
C -0.672 0.084 1.069 -1.030 0.661 1.092 -0.21
C 0.486 0.555 0.191 -0.123 -1.081 0.753 -0.52
C 0.615 -0.314 -1.050 -1.452 1.566 -0.252 0.79
O 0.801 0.147 -2.146 0.630 -0.116 -0.146 -0.59
O 0.141 -1.559 -0.903 0.061 -0.418 0.201 -0.68
H -1.706 1.571 2.021 -0.113 0.043 0.542 0.36
H -1.016 0.433 3.049 -0.397 0.342 0.222 0.36
H -0.574 -0.892 1.526 0.527 -0.391 -0.476 0.20
H -1.604 0.054 0.501 0.114 -0.174 -0.327 0.17
H 1.371 0.502 0.823 0.264 0.306 -0.201 0.24
H 0.248 1.575 -0.100 0.514 -0.018 -0.207 0.24
H -0.115 -1.808 -1.803 0.266 -0.380 -0.049 0.50
```
Positions in Å, forces in eV/Å.

***

No. 5
Computed, not measured: an isolated molecule of C3H7NO2, with the ωB97M-V functional and the def2-TZVPD basis.

Its SMILES is [H]/N=C/OCCO. For the energy above the lowest of the compared OMol25 structures with the same formula, charge and spin, the calculation gives 1.6167 eV.

Structure (XYZ):
```
13
Properties=species:S:1:pos:R:3:forces:R:3:nbo_charge:R:1
H 0.638 2.554 0.823 0.065 0.013 -0.124 0.37
N 0.392 1.631 0.483 0.304 -0.144 0.019 -0.78
C 1.402 0.861 0.489 -0.087 0.199 0.049 0.44
O 1.387 -0.424 0.162 0.016 0.087 0.093 -0.49
C 0.162 -1.060 -0.259 -0.199 -0.126 -0.110 -0.11
C -1.077 -0.796 0.605 0.186 -0.368 0.109 -0.10
O -1.909 0.206 0.094 -0.011 0.214 0.032 -0.74
H 2.416 1.151 0.775 -0.137 -0.006 -0.001 0.16
H 0.431 -2.119 -0.243 -0.080 0.137 -0.012 0.20
H -0.060 -0.763 -1.290 0.058 0.008 0.120 0.20
H -0.751 -0.590 1.637 -0.076 -0.035 -0.132 0.17
H -1.673 -1.713 0.631 0.102 0.079 -0.037 0.19
H -1.347 1.005 0.105 -0.141 -0.058 -0.005 0.50
```
Positions in Å, forces in eV/Å.

***

No. 6
Computed, not measured: an isolated molecule of C3H7NO2, with the ωB97M-V functional and the def2-TZVPD basis.

Its SMILES is [H]/N=C(/O)CCO. For the energy above the lowest of the compared OMol25 structures with the same formula, charge and spin, the calculation gives 1.1670 eV.

Structure (XYZ):
```
13
Properties=species:S:1:pos:R:3:forces:R:3:nbo_charge:R:1
H -0.591 -0.758 -1.469 0.233 0.072 -0.119 0.33
N 0.071 -0.058 -1.795 0.081 0.219 0.265 -0.72
C 0.624 0.540 -0.822 -0.094 -0.170 0.019 0.58
O 1.517 1.528 -1.042 0.016 0.080 -0.137 -0.68
C 0.473 0.306 0.662 -0.053 -0.015 -0.012 -0.52
C -0.542 -0.768 1.022 0.329 -0.141 0.064 -0.07
O -1.870 -0.354 0.756 -0.177 -0.099 -0.140 -0.71
H 1.587 1.676 -1.998 -0.096 -0.145 0.073 0.49
H 0.193 1.252 1.141 0.015 -0.101 -0.126 0.24
H 1.465 0.047 1.055 -0.138 -0.012 -0.050 0.24
H -0.307 -1.698 0.485 -0.018 0.084 0.137 0.17
H -0.475 -0.985 2.093 -0.003 0.048 -0.141 0.19
H -2.146 -0.728 -0.088 -0.094 0.181 0.169 0.47
```
Positions in Å, forces in eV/Å.

***

No. 7
Computed, not measured: an isolated molecule of C3H7NO2 in a non-equilibrium geometry, with the ωB97M-V functional and the def2-TZVPD basis.

Its SMILES is O=CCNCO. For the energy above the lowest of the compared OMol25 structures with the same formula, charge and spin, the calculation gives 2.7010 eV.

Structure (XYZ):
```
13
Properties=species:S:1:pos:R:3:forces:R:3:nbo_charge:R:1
O -0.940 -3.189 -0.026 0.407 2.634 -0.896 -0.53
C -0.860 -2.054 -0.531 -0.463 -3.225 0.837 0.42
C -0.299 -0.910 0.245 0.208 1.468 -1.370 -0.33
N -0.373 0.457 -0.339 -2.024 0.702 0.840 -0.66
C 0.786 1.357 -0.247 -1.102 0.972 -1.070 0.10
O 0.510 2.432 0.708 2.458 -1.077 1.345 -0.74
H -1.269 -1.940 -1.518 -0.147 0.538 -0.898 0.13
H -0.882 -1.018 1.112 -0.301 0.233 1.843 0.22
H 0.729 -1.168 0.401 0.670 -0.129 0.534 0.22
H -1.268 0.984 0.030 2.563 -1.341 -1.107 0.39
H 0.984 1.891 -1.258 -0.521 -0.899 1.593 0.16
H 1.663 0.753 -0.028 0.191 0.110 0.310 0.16
H 1.220 2.407 1.451 -1.937 0.016 -1.962 0.48
```
Positions in Å, forces in eV/Å.

***

No. 8
Computed, not measured: an isolated molecule of C3H7NO2, with the ωB97M-V functional and the def2-TZVPD basis.

Its SMILES is NCOCC=O. For the energy above the lowest of the compared OMol25 structures with the same formula, charge and spin, the calculation gives 2.2090 eV.

Structure (XYZ):
```
13
Properties=species:S:1:pos:R:3:forces:R:3:nbo_charge:R:1
N -0.192 -1.474 0.745 0.103 -0.006 -0.037 -0.85
C -0.538 -0.149 1.187 0.115 0.134 0.432 0.08
O -1.107 0.655 0.169 0.107 0.018 0.020 -0.51
C -0.203 0.969 -0.871 0.105 0.037 -0.309 -0.17
C 1.230 1.075 -0.356 0.194 -0.246 0.033 0.40
O 2.037 0.182 -0.482 -0.253 0.532 -0.053 -0.52
H 0.712 -1.476 0.277 -0.123 -0.089 0.099 0.38
H -0.149 -2.109 1.536 -0.052 0.054 -0.190 0.37
H 0.333 0.408 1.602 -0.365 -0.249 0.005 0.13
H -1.305 -0.215 1.960 0.113 -0.006 -0.069 0.19
H -0.521 1.937 -1.270 0.066 -0.086 -0.039 0.20
H -0.213 0.226 -1.680 -0.064 -0.034 0.219 0.19
H 1.491 2.002 0.193 0.054 -0.058 -0.109 0.12
```
Positions in Å, forces in eV/Å.